5 unconnected molecules or ions with the total composition C41H43F3N2O15P in a non-equilibrium geometry. Source: the OMol25 dataset; level of theory: ωB97M-V with the def2-TZVPD basis set.

Last column: Löwdin charge in e.
CARTESIAN COORDINATES (ANGSTROEM)
1 P 9.577850 1.060185 0.503737  0.51
2 F 3.100533 -0.065811 -3.150810  0.18
3 F 5.005714 -1.054164 -3.139847  0.14
4 F 3.262210 -2.192332 -2.610691  0.19
5 O -3.545316 -5.166575 -3.420961  0.08
6 O -7.390621 -8.738173 -4.135129  0.12
7 O 10.400453 0.996635 -0.883151  -0.22
8 O -8.639774 -0.191900 0.204821  0.07
9 O 2.251687 0.152477 2.112528  0.08
10 O 0.390679 2.132778 -1.916205  -0.02
11 O 0.448879 -0.415540 0.322719  0.00
12 O 1.137190 -0.992512 -1.701547  0.19
13 O -2.993369 0.469901 -0.984815  0.05
14 O -6.839451 -3.103762 -1.701895  0.10
15 O -7.027100 3.804181 3.187698  0.12
16 O -12.989527 -2.253421 2.410136  0.12
17 O -1.923740 2.534073 2.565885  0.07
18 O 10.382515 0.423366 1.553247  -0.25
19 O 9.255815 2.626643 0.742767  -0.19
20 N 5.553734 0.094431 0.626726  0.04
21 N 0.317936 4.514304 -0.279444  0.02
22 C -4.114003 -7.408914 -3.861133  0.02
23 C -4.428458 -5.987344 -3.586226  -0.37
24 C -11.663693 -0.342643 2.056209  0.03
25 C 3.978437 -0.553186 -1.041378  0.03
26 C -3.876478 -0.355821 -1.152805  -0.35
27 C -10.569702 0.174181 1.502811  0.02
28 C -3.559929 -1.775603 -1.428498  0.04
29 C 6.920679 0.392551 1.110704  -0.13
30 C -6.270666 -0.861984 -1.262401  0.03
31 C -4.822744 4.011632 3.984258  0.03
32 C -5.080067 -8.306281 -4.039079  0.03
33 C 1.436855 -0.630854 -0.592010  -0.38
34 C -3.094868 2.829376 2.710931  -0.36
35 C 4.834861 0.696152 2.932695  0.03
36 C -5.957077 -2.284915 -1.537921  -0.35
37 C -5.301511 0.030978 -1.084885  0.03
38 C 9.405510 4.490817 2.264468  -0.06
39 C 3.212027 0.006731 1.152872  -0.16
40 C -6.512045 -7.921014 -3.971284  -0.38
41 C -4.128362 2.331915 1.772611  0.03
42 C -11.995768 -1.781486 1.905559  -0.38
43 C 12.353054 1.979888 -1.919127  -0.06
44 C -3.539910 3.694070 3.827688  0.02
45 C 0.451159 1.990425 -0.494855  -0.33
46 C -9.968047 -2.100891 0.560287  0.03
47 C -9.639808 -0.664661 0.712784  -0.36
48 C 9.028437 2.982757 2.122914  -0.26
49 C -5.411643 2.648329 1.927910  0.03
50 C -4.525857 -2.673221 -1.606760  0.04
51 C -11.061619 -2.619426 1.113007  0.03
52 C -0.289699 3.238350 0.108425  -0.23
53 C 2.884171 -0.393283 -0.164185  0.10
54 C 4.540149 0.257951 1.507019  -0.10
55 C 5.257794 -0.318996 -0.604988  0.06
56 C -5.860173 3.514259 3.046245  -0.38
57 C 8.052391 0.094647 0.101673  -0.15
58 C -5.857654 -5.600717 -3.518538  0.02
59 C 3.815419 -0.989437 -2.499829  -0.57
60 C -6.824364 -6.497251 -3.696146  0.03
61 C 11.832368 1.169965 -0.688206  -0.25
62 C -0.353554 0.753942 -0.019934  -0.09
63 H 1.315623 4.409162 -0.418572  0.06
64 H 5.217776 -0.159701 3.512093  0.12
65 H -0.122266 4.799195 -1.145630  0.07
66 H 8.356545 -0.952816 0.239600  0.12
67 H -0.261224 3.105844 1.197994  0.09
68 H 13.384652 1.662386 -2.126189  0.08
69 H -7.873375 -6.233891 -3.649386  0.13
70 H 2.062293 1.104465 2.138493  0.14
71 H -12.356075 0.253695 2.636524  0.13
72 H 9.661125 2.437429 2.831487  0.11
73 H 7.815631 0.341039 -0.941695  0.10
74 H 7.158814 -0.109665 2.056194  0.15
75 H 10.337377 4.620287 2.831437  0.08
76 H -3.780078 1.701654 0.962101  0.09
77 H 5.576233 1.507331 2.968998  0.09
78 H 9.504066 4.967358 1.281248  0.08
79 H -3.064510 -7.670838 -3.907444  0.12
80 H 6.946623 1.476428 1.305704  0.11
81 H 11.697460 1.858936 -2.786980  0.08
82 H -10.309603 1.220637 1.601756  0.12
83 H -0.908285 1.033002 0.886740  0.12
84 H -2.769555 4.047499 4.501216  0.12
85 H -6.182277 2.293861 1.254044  0.12
86 H -4.316210 -3.714502 -1.808769  0.10
87 H 12.297994 0.178738 -0.712630  0.12
88 H 3.940034 1.096135 3.418169  0.10
89 H 8.630017 5.026445 2.832441  0.07
90 H 7.972259 2.907614 2.428578  0.10
91 H 12.093300 1.753560 0.198751  0.11
92 H 12.413387 3.032639 -1.602403  0.07
93 H -2.509944 -2.038114 -1.475247  0.13
94 H -9.273669 -2.696038 -0.021319  0.12
95 H -1.073416 0.475845 -0.808861  0.10
96 H -11.320235 -3.665820 1.013119  0.13
97 H -7.318066 -0.596030 -1.214677  0.09
98 H -6.066659 -4.560081 -3.317524  0.09
99 H -1.340133 3.193523 -0.218111  0.13
100 H -5.509011 1.074936 -0.883408  0.12
101 H -5.168530 4.641178 4.794110  0.13
102 H 6.048385 -0.491051 -1.330935  0.14
103 H -4.871491 -9.349349 -4.240071  0.12
104 H 1.486735 2.047209 -0.118879  0.14
105 H -0.553626 2.114094 -2.118718  0.10

Cartesian forces, eV/Å:
P 1.745 -0.753 -0.965
F 0.123 -0.315 0.043
F -0.001 0.017 0.441
F 0.134 0.201 0.066
O -0.035 -0.083 0.027
O 0.026 0.007 0.006
O -1.247 0.573 1.210
O -0.315 0.127 0.262
O 0.706 0.452 -0.337
O 0.749 -0.392 0.394
O 1.468 0.525 0.034
O 1.018 0.284 0.829
O -0.540 -0.049 -0.173
O 0.017 0.114 0.060
O 0.022 -0.017 0.000
O 0.022 0.010 -0.007
O -0.114 -0.093 0.174
O -0.785 0.134 0.787
O -0.476 -1.579 0.149
N -0.866 -0.281 0.853
N -0.835 -0.412 0.137
C 0.019 -0.078 -0.020
C 0.013 -0.012 -0.044
C 0.066 0.085 -0.017
C -0.628 -0.243 0.242
C -0.122 -0.008 -0.018
C -0.027 0.065 0.046
C 0.037 0.001 -0.017
C 1.423 0.976 -0.805
C -0.068 0.072 -0.256
C 0.112 0.008 0.038
C 0.115 0.015 0.005
C -2.007 -0.523 -0.940
C -0.035 -0.012 0.006
C 0.223 0.281 -0.300
C 0.063 0.044 0.034
C 0.057 -0.020 0.069
C -0.181 -0.166 0.310
C -0.276 -0.261 -0.922
C -0.094 -0.058 -0.006
C -0.057 -0.054 -0.051
C -0.091 -0.043 0.041
C 0.140 0.010 1.214
C -0.024 0.053 0.043
C -2.066 0.964 0.180
C 0.009 -0.094 -0.030
C -0.056 -0.011 0.023
C 0.408 2.274 0.862
C 0.093 -0.051 -0.070
C 0.017 -0.041 0.092
C 0.091 -0.015 -0.056
C 1.175 -0.561 0.260
C 0.375 -0.057 0.681
C -0.087 0.354 1.364
C 0.498 -0.332 -1.224
C -0.114 0.033 0.010
C -0.007 0.386 0.453
C -0.002 -0.039 -0.091
C -0.182 0.315 -0.555
C 0.037 0.085 0.023
C 0.914 0.531 -2.072
C 0.096 0.312 -0.330
H -0.097 0.104 -0.194
H -0.158 0.308 -0.107
H 0.494 0.198 -0.070
H 0.041 0.289 -0.535
H -0.161 0.272 -0.238
H -0.367 0.051 -0.199
H -0.006 -0.034 -0.011
H -0.477 -0.218 0.328
H -0.024 -0.038 0.004
H -0.251 -0.408 -0.540
H -0.019 -0.176 0.290
H -0.502 -0.072 -0.305
H -0.167 -0.089 -0.367
H 0.052 0.035 0.004
H -0.098 -0.376 -0.087
H -0.040 -0.189 0.262
H 0.007 0.039 0.006
H -0.298 -0.378 0.000
H 0.297 -0.014 0.169
H 0.031 -0.008 -0.019
H 0.220 -0.435 -0.164
H 0.022 -0.015 -0.021
H -0.049 0.011 0.046
H 0.060 0.028 -0.044
H -0.284 0.210 0.493
H 0.187 -0.426 -0.163
H 0.199 -0.150 -0.244
H 0.234 -0.432 -0.464
H -0.325 -0.569 0.119
H -0.200 -0.217 -0.521
H 0.001 0.011 -0.009
H 0.020 0.041 -0.019
H 0.626 0.138 0.560
H -0.037 0.009 0.024
H 0.202 -0.098 -0.042
H -0.037 -0.021 0.017
H 0.230 0.104 0.195
H 0.008 0.013 -0.055
H -0.042 -0.005 -0.017
H 0.031 0.167 0.507
H -0.047 -0.006 -0.004
H -0.075 -0.269 -0.528
H 0.132 -0.035 -0.221

- Multiplicity: 1
- HOMO energy: -11.23 eV
- HOMO-LUMO gap: 0.236 hartree
- Charge: +1